This record from OMol25 describes a cluster of 2 separate species, C4H9FO2S in total. The level of theory is ωB97M-V/def2-TZVPD.

The total energy is -21938.26266 eV. The calculation puts the HOMO energy at -10.80 eV. The calculation puts the HOMO-LUMO gap at 9.08 eV. As for the energy above the lowest of the compared OMol25 structures with the same formula, charge and spin: 58.7 kcal per mole. For the LUMO energy, the calculation gives -1.72 eV. The value obtained for the largest force on an atom is 3.7 eV/A.

ORCA input file:
```
! RIJCOSX wB97M-V def2-TZVPD def2/J DEFGRID3
* xyz 0 1
C -1.40 0.67 -0.13
C 0.21 -0.89 -1.44
C 0.13 -1.03 1.08
C -0.09 -0.18 -0.14
O 1.07 2.26 -0.66
O 2.48 0.57 0.39
F 0.40 1.72 2.36
S 1.21 1.06 0.09
H -1.51 1.31 -1.07
H -2.41 0.05 -0.12
H -1.55 1.19 0.75
H -0.38 -1.85 -1.38
H 1.27 -1.17 -1.46
H -0.13 -0.23 -2.30
H 1.15 -1.33 1.03
H 0.07 -0.29 1.81
H -0.53 -1.87 1.19
*
```


This record from OMol25 describes an isolated molecule of C4H9FO2S. The level of theory is ωB97M-V/def2-TZVPD.

The total energy is -21939.47805 eV. The calculation puts the HOMO energy at -9.76 eV. The calculation puts the HOMO-LUMO gap at 10.36 eV. As for the energy above the lowest of the compared OMol25 structures with the same formula, charge and spin: 30.6 kcal per mole. For the LUMO energy, the calculation gives 0.60 eV. The value obtained for the largest force on an atom is 5.8 eV/A.

ORCA input file:
```
! RIJCOSX wB97M-V def2-TZVPD def2/J DEFGRID3
* xyz 0 1
C 0.34 -0.75 -1.12
C 0.10 -0.49 1.44
C -0.06 1.57 0.03
C 0.55 0.13 0.07
O 3.17 -0.75 0.38
O -1.45 1.40 0.09
F 2.58 1.32 -0.82
S 2.35 0.41 0.58
H 0.58 -0.12 -2.11
H 1.13 -1.61 -0.94
H -0.61 -1.10 -1.09
H 0.19 0.20 2.18
H 0.63 -1.38 1.79
H -0.96 -0.94 1.26
H -1.78 1.03 -0.67
H 0.39 2.07 0.80
H 0.03 2.23 -0.93
*
```


This record from OMol25 describes an isolated molecule of C4H9FS. The level of theory is ωB97M-V/def2-TZVPD.

The total energy is -17845.89720 eV. The calculation puts the HOMO energy at -8.67 eV. The calculation puts the HOMO-LUMO gap at 9.58 eV. As for the energy above the lowest of the compared OMol25 structures with the same formula, charge and spin: 24.6 kcal per mole. As for the SMILES: CSC[C@H](C)F. For the LUMO energy, the calculation gives 0.91 eV. The value obtained for the largest force on an atom is 3.2 eV/A.

ORCA input file:
```
! RIJCOSX wB97M-V def2-TZVPD def2/J DEFGRID3
* xyz 0 1
C -0.28 -2.28 1.05
C -0.72 0.36 0.46
C -0.28 1.44 -0.56
C 1.10 1.05 -1.26
H -0.59 -1.99 1.98
H 0.79 -2.20 1.09
H -0.64 -3.22 0.80
H 0.08 0.27 1.32
H -1.68 0.74 0.84
H -0.95 1.59 -1.40
H 1.91 1.10 -0.57
H 0.92 0.04 -1.52
H 1.35 1.72 -2.03
F -0.17 2.68 0.06
S -0.85 -1.29 -0.25
*
```


This record from OMol25 describes a cluster of 2 separate species, C4H9IN3 in total. The level of theory is ωB97M-V/def2-TZVPD.

The total energy is -16855.38095 eV. The calculation puts the HOMO energy at -12.27 eV. The calculation puts the HOMO-LUMO gap at 8.21 eV. As for the energy above the lowest of the compared OMol25 structures with the same formula, charge and spin: 83.0 kcal per mole. For the LUMO energy, the calculation gives -4.07 eV. The value obtained for the largest force on an atom is 6.0 eV/A.

ORCA input file:
```
! RIJCOSX wB97M-V def2-TZVPD def2/J DEFGRID3
* xyz 1 1
C -0.44 -0.30 0.96
C 1.25 -1.27 -0.79
C -0.99 2.02 0.60
C -0.17 -1.68 0.81
N -0.97 0.57 0.14
N 2.26 -1.11 -0.10
N 0.55 -1.06 -1.73
I 0.70 -2.81 2.37
H 0.02 0.20 1.83
H -1.40 2.04 1.57
H -1.59 2.50 -0.19
H 0.02 2.51 0.74
H -0.76 -2.24 0.20
H 2.20 -1.24 0.96
H 3.23 -0.97 -0.56
H -1.53 0.45 -0.70
H -0.31 -1.30 -2.14
*
```


This record from OMol25 describes the ion C4H9IN5 with charge +1. The level of theory is ωB97M-V/def2-TZVPD.

The total energy is -19835.48644 eV. The calculation puts the HOMO energy at -13.80 eV. The calculation puts the HOMO-LUMO gap at 9.40 eV. As for the energy above the lowest of the compared OMol25 structures with the same formula, charge and spin: 11.3 kcal per mole. As for the SMILES: C[C@@H]([NH3+])[C@H](I)n1ncnn1. For the LUMO energy, the calculation gives -4.41 eV. The value obtained for the largest force on an atom is 4.7 eV/A.

ORCA input file:
```
! RIJCOSX wB97M-V def2-TZVPD def2/J DEFGRID3
* xyz 1 1
C 0.77 -3.02 -0.77
C -1.73 0.48 0.47
C -0.43 0.83 -0.29
C 0.72 0.17 0.45
N 1.19 -3.23 0.49
N 0.61 -1.74 -1.03
N 1.30 -2.08 1.04
N 0.84 -1.17 0.18
N -0.28 2.26 -0.37
I 2.64 1.27 -0.11
H 0.81 -3.64 -1.54
H -1.90 -0.52 0.73
H -1.45 0.91 1.51
H -2.62 0.83 -0.12
H -0.43 0.47 -1.34
H 0.80 0.27 1.72
H -0.16 2.73 0.57
H -1.20 2.55 -0.73
H 0.53 2.62 -0.86
*
```


This record from OMol25 describes a structure of composition C4H9INO. The level of theory is ωB97M-V/def2-TZVPD.

The total energy is -15921.09328 eV. The calculation puts the HOMO energy at -14.11 eV. The calculation puts the HOMO-LUMO gap at 8.45 eV. As for the energy above the lowest of the compared OMol25 structures with the same formula, charge and spin: 88.8 kcal per mole. For the LUMO energy, the calculation gives -5.65 eV. The value obtained for the largest force on an atom is 3.6 eV/A.

ORCA input file:
```
! RIJCOSX wB97M-V def2-TZVPD def2/J DEFGRID3
* xyz 1 1
C 0.20 -1.15 0.33
C -1.11 2.41 0.64
C -1.54 0.94 0.94
C -0.76 -0.02 0.01
N 2.39 -2.16 -0.92
O -1.00 -1.43 0.11
I -0.34 0.43 -2.01
H 1.07 -1.79 0.06
H -1.54 2.71 -0.27
H -0.01 2.52 0.72
H -1.69 2.97 1.30
H -2.49 0.71 0.58
H -1.31 0.88 2.00
H 2.71 -3.22 -0.75
H 3.28 -1.64 -0.78
H 2.13 -2.16 -1.96
*
```


This record from OMol25 describes an isolated molecule of C4H9IO2. The level of theory is ωB97M-V/def2-TZVPD.

The total energy is -16484.69371 eV. The calculation puts the HOMO energy at -9.33 eV. The calculation puts the HOMO-LUMO gap at 7.64 eV. As for the energy above the lowest of the compared OMol25 structures with the same formula, charge and spin: 94.6 kcal per mole. For the LUMO energy, the calculation gives -1.69 eV. The value obtained for the largest force on an atom is 3.4 eV/A.

ORCA input file:
```
! RIJCOSX wB97M-V def2-TZVPD def2/J DEFGRID3
* xyz 0 1
C -1.12 -0.55 -1.19
C -0.68 -0.77 1.28
C 0.05 1.30 0.07
C -0.10 -0.24 -0.07
O 1.09 -0.88 -0.46
O 4.05 1.00 -0.53
I 2.98 -0.19 0.32
H -2.11 0.02 -0.92
H -0.78 -0.34 -2.25
H -1.36 -1.54 -1.30
H -0.57 -0.01 2.11
H 0.04 -1.54 1.73
H -1.65 -1.20 1.07
H 0.37 1.76 -0.90
H -1.04 1.58 0.18
H 0.83 1.61 0.86
*
```


This record from OMol25 describes a structure of composition C4H9MgNdO4. The level of theory is ωB97M-V/def2-TZVPD.

The total energy is -33197.60621 eV. The calculation puts the HOMO energy (alpha / beta) at -9.50 / -9.51 eV. The calculation puts the HOMO-LUMO gap (alpha / beta) at 4.41 / 4.45 eV. As for the energy above the lowest of the compared OMol25 structures with the same formula, charge and spin: 0.0 kcal per mole. For the LUMO energy (alpha / beta), the calculation gives -5.09 / -5.06 eV. The value obtained for the largest force on an atom is 5.1 eV/A.

ORCA input file:
```
! RIJCOSX wB97M-V def2-TZVPD def2/J DEFGRID3
* xyz 1 5
O -1.17 1.52 2.07
Nd 0.24 3.39 2.82
O 0.82 2.11 0.63
C 0.61 2.21 -0.73
O 0.38 0.96 -1.35
C -0.80 0.25 -0.89
C -0.45 -1.22 -0.92
O 0.29 -1.52 0.30
C 0.80 -2.82 0.43
Mg 0.11 0.30 1.22
H 1.51 2.71 -1.15
H -0.28 2.82 -0.98
H -1.63 0.44 -1.58
H -2.06 1.66 1.39
H 0.21 -1.50 -1.76
H -1.35 -1.85 -0.93
H 1.25 -2.90 1.43
H -0.01 -3.56 0.34
H 1.57 -3.00 -0.33
*
```


- Which formula does entry 6 have?
  C4H9INO


- The highest largest force on an atom belongs to which entry?
  C4H9IN3